ORCA calculation (the ωB97M-V functional and the def2-TZVPD basis) on C37H51BN6S3Sc as an isolated structure.

The geometry in XYZ format:
```
99
Properties=species:S:1:pos:R:3:lowdin_charge:R:1
Sc 0.0352 1.8264 2.0292 0.5698
C 4.4808 0.0899 1.3290 -0.0450
C 3.3212 -0.5315 0.6241 -0.2330
C 3.3080 -1.8414 0.2542 0.0661
C 2.2006 -2.3429 -0.4804 -0.1943
N 1.0790 -1.6735 -0.5294 0.1957
N 0.9970 -0.4390 -0.0098 0.0194
B -0.3426 0.3363 0.1840 -0.5336
N -1.6420 -0.4215 0.4806 0.0216
N -1.7737 -1.7043 0.1231 0.1843
C -2.8828 -2.3565 0.3485 -0.2026
C -3.9989 -1.7521 0.9644 0.0776
C -3.9011 -0.4497 1.3579 -0.2511
C -5.0124 0.2615 2.0408 -0.0721
C -2.6700 0.2207 1.1326 -0.5538
S -2.5333 1.7873 1.7711 0.7943
C -3.0335 -3.7818 -0.1214 -0.5510
C -3.4785 -4.6881 1.0328 -0.0302
C -4.0940 -3.7907 -1.2313 -0.0231
C -1.7061 -4.2715 -0.6703 -0.0727
N -0.5618 1.3829 -0.9715 0.0144
N -0.6916 0.6632 -2.0830 0.1787
C -0.8142 1.2133 -3.2564 -0.1910
C -0.8206 2.6219 -3.3850 0.0862
C -0.7109 3.3919 -2.2637 -0.2407
C -0.6963 4.8760 -2.3113 -0.0759
C -0.5738 2.7458 -0.9933 -0.6081
S -0.4195 3.7474 0.3574 0.7059
C -0.9393 0.2817 -4.4412 -0.5453
C -2.1520 -0.6261 -4.2147 -0.0352
C -1.1212 1.0496 -5.7496 -0.0542
C 0.3358 -0.5635 -4.5242 -0.0337
C 2.1404 0.2123 0.3812 -0.5581
S 2.1698 1.8942 0.6100 0.8216
C 2.4785 -3.5885 -1.3049 -0.5324
C 1.2674 -4.1331 -2.0506 -0.0437
C 3.5312 -3.1387 -2.3357 -0.0270
C 3.0609 -4.7049 -0.4238 -0.0323
H 5.4263 -0.2806 0.9397 0.0951
H 4.4281 -0.1631 2.3894 0.1003
H 4.4539 1.1711 1.2267 0.0276
H 4.1522 -2.4634 0.4906 0.1272
H -4.9077 -2.3047 1.1335 0.1270
H -5.8792 -0.3842 2.1445 0.0893
H -5.2867 1.1516 1.4761 0.0868
H -4.6877 0.5910 3.0277 0.0814
H -4.4680 -4.4344 1.4023 0.0778
H -2.7767 -4.6313 1.8616 0.0942
H -3.5107 -5.7165 0.6835 0.0927
H -5.0720 -3.5013 -0.8554 0.0830
H -4.1731 -4.7904 -1.6479 0.0935
H -3.8171 -3.1047 -2.0284 0.0857
H -0.9646 -4.2655 0.1230 0.0865
H -1.3786 -3.6051 -1.4589 0.0673
H -1.8083 -5.2783 -1.0609 0.0979
H -0.9044 3.0931 -4.3487 0.1180
H -0.8019 5.2374 -3.3300 0.0891
H 0.2394 5.2401 -1.8858 0.0827
H -1.4988 5.2769 -1.6916 0.0824
H -3.0622 -0.0348 -4.1446 0.0914
H -2.0319 -1.1950 -3.2978 0.0660
H -2.2527 -1.3131 -5.0495 0.0900
H -2.0187 1.6633 -5.7270 0.0905
H -1.2227 0.3420 -6.5667 0.0921
H -0.2615 1.6803 -5.9629 0.0889
H 0.4772 -1.1247 -3.6054 0.0578
H 1.2053 0.0703 -4.6850 0.0916
H 0.2582 -1.2560 -5.3569 0.0913
H 0.7726 -3.3503 -2.6173 0.0721
H 0.5655 -4.5653 -1.3519 0.0485
H 1.5898 -4.9155 -2.7351 0.0961
H 3.1600 -2.2998 -2.9192 0.0892
H 3.7551 -3.9546 -3.0162 0.0933
H 4.4570 -2.8312 -1.8575 0.0834
H 2.4143 -4.9069 0.4265 0.0939
H 4.0520 -4.4629 -0.0508 0.0750
H 3.1486 -5.6185 -1.0054 0.0932
C -0.6330 4.4328 4.0037 -0.0513
C 0.4051 3.3901 4.4944 -0.6391
C 0.6263 3.6657 5.9987 -0.0318
C -0.1761 2.0315 4.2397 -0.0693
C 1.7507 3.4736 3.7774 -0.2546
C 2.0930 4.4180 2.8129 -0.0760
C 3.3866 4.4593 2.3123 -0.0938
C 4.3496 3.5759 2.7644 -0.0996
C 4.0098 2.6059 3.6909 -0.0869
C 2.7204 2.5504 4.1803 -0.0499
H -1.5344 4.3430 4.6072 0.0937
H -0.9102 4.2897 2.9501 0.0222
H -0.2306 5.4349 4.1374 0.0956
H -0.3303 3.7187 6.5122 0.0862
H 1.1453 4.6167 6.1086 0.0960
H 1.2245 2.8841 6.4594 0.0801
H -1.0756 1.9141 4.8711 0.0393
H 1.3621 5.1284 2.4504 0.1011
H 3.6454 5.1869 1.5596 0.1126
H 5.3644 3.6300 2.3982 0.1120
H 4.7450 1.8877 4.0252 0.1097
H 2.4539 1.7962 4.9115 0.1186
```

Its molar mass is 731.8 g mol⁻¹. For the gap between HOMO and LUMO (alpha / beta), the calculation gives 7.3 / 5.3 eV. As for the total energy: -3748.967821 a.u. The charge is +1.